[1]
The following is a DFT calculation (the ωB97M-V functional and the def2-TZVPD basis) of a structure of composition C23H37CaF5N5O3SSeSi2Te.

Properties
gap between HOMO and LUMO: 0.260 Eh
HOMO level: -10.1 eV
total charge: +1
energy relative to the best compared isomer or geometry (same formula, charge and spin): 0.000 eV
E: -6221.53970 hartree
max |F|: 0.0031 Eh/bohr

Atoms and positions in Å:
Ca: -0.0320 0.1884 -0.1324
N: 0.4298 2.2307 1.7188
N: 0.6004 3.4720 1.0865
C: 0.6536 3.5293 -0.2614
N: 0.5755 4.7110 -0.8548
N: 0.7934 2.3438 -0.8531
N: 0.7219 2.2245 -2.2013
O: 0.8223 3.1560 -2.9715
O: 0.5531 1.0518 -2.5503
H: -0.5487 2.1341 1.9963
H: 1.0482 2.1846 2.5205
H: 0.2986 4.2988 1.5805
H: 0.3939 5.5468 -0.3267
H: 0.6706 4.7530 -1.8583
F: -4.8791 -2.9777 3.1531
C: -4.3614 -1.9363 2.5108
C: -5.1674 -1.1120 1.7408
F: -6.4688 -1.3724 1.6418
C: -4.6231 -0.0258 1.0738
F: -5.4505 0.7315 0.3548
C: -3.2661 0.2751 1.1257
Se: -2.5084 1.7242 0.1512
C: -2.5071 -0.5708 1.9188
F: -1.1591 -0.3430 2.0391
C: -3.0092 -1.6579 2.6035
F: -2.2059 -2.4319 3.3345
C: 3.8140 -1.1310 5.1362
Si: 2.8587 0.1748 4.2143
C: 3.3823 1.8996 4.7165
C: 1.0241 -0.0435 4.5370
C: 3.2423 -0.0192 2.3697
Te: 2.1599 -1.6469 1.5029
C: 3.6506 -2.2449 0.0824
Si: 3.6046 -1.3408 -1.5655
C: 5.0764 -1.8640 -2.5853
C: 3.6874 0.5059 -1.2531
C: 2.0170 -1.8060 -2.4477
H: 3.6086 -1.0806 6.2074
H: 4.8901 -1.0086 4.9978
H: 3.5407 -2.1317 4.7946
H: 3.2059 2.0677 5.7809
H: 2.8352 2.6738 4.1703
H: 4.4460 2.0587 4.5277
H: 0.8413 0.0352 5.6116
H: 0.6662 -1.0287 4.2260
H: 0.3892 0.7031 4.0559
H: 4.2988 -0.2761 2.2625
H: 3.0634 0.8837 1.7855
H: 3.4976 -3.3174 -0.0575
H: 4.6031 -2.1292 0.6033
H: 6.0152 -1.5978 -2.0956
H: 5.0640 -1.3800 -3.5645
H: 5.0795 -2.9435 -2.7503
H: 4.6367 0.7738 -0.7827
H: 2.8898 0.8741 -0.6005
H: 3.6200 1.0510 -2.1980
H: 2.1015 -2.8258 -2.8338
H: 1.8356 -1.1451 -3.2980
H: 1.1280 -1.7893 -1.8099
C: -4.8386 1.8506 -4.8047
C: -4.2546 0.7712 -3.9394
C: -2.8951 0.4609 -4.0196
C: -2.3335 -0.4910 -3.1923
C: -3.1451 -1.1490 -2.2753
C: -4.4975 -0.8720 -2.1848
C: -5.0463 0.0860 -3.0249
S: -2.4413 -2.2893 -1.1193
C: -2.0298 -3.6378 -2.2205
O: -1.0788 -1.7196 -0.7419
H: -4.3851 1.8501 -5.7953
H: -4.6590 2.8313 -4.3591
H: -5.9148 1.7303 -4.9162
H: -2.2693 0.9790 -4.7368
H: -1.2754 -0.7108 -3.2517
H: -5.1206 -1.3914 -1.4654
H: -6.1025 0.3131 -2.9545
H: -1.3757 -3.2578 -3.0028
H: -2.9542 -4.0274 -2.6448
H: -1.5313 -4.4053 -1.6319


[2]
The following is a DFT calculation (the ωB97M-V functional and the def2-TZVPD basis) of a structure of composition C23H37HgO3.

Properties
gap between HOMO and LUMO (spin up / spin down): 0.108 / 0.108 Eh
HOMO level (spin up / spin down): -0.7 / -0.7 eV
total charge: -1
energy relative to the best compared isomer or geometry (same formula, charge and spin): 0.000 eV
E: -1277.50676 hartree
max |F|: 0.0747 Eh/bohr

Atoms and positions in Å:
O: 0.5887 0.1628 -4.7536
C: 0.8107 1.3720 -5.5981
C: 0.5525 0.6143 -6.8983
H: 1.8522 1.7089 -5.4853
H: 0.1021 2.1713 -5.3305
C: 0.5456 -0.6328 -5.9773
H: 1.3522 0.6348 -7.6445
H: -0.4133 0.8357 -7.3688
C: 1.8384 -1.4219 -6.0194
H: 2.6799 -0.7274 -5.9056
H: 1.9466 -1.9585 -6.9692
H: 1.8506 -2.1437 -5.1932
C: -0.6929 -1.4896 -6.1300
H: -1.6049 -0.9106 -5.9411
H: -0.6466 -2.3540 -5.4593
H: -0.7464 -1.8705 -7.1546
Hg: 0.3547 -0.7065 1.1339
C: -2.3397 -0.4168 3.3815
C: -1.2343 0.5840 3.4100
C: -0.9512 0.8512 1.9348
H: -1.6711 1.5213 3.8167
C: -2.0557 0.3071 1.2184
C: -2.8347 -0.5121 2.1002
H: -3.7087 -1.1000 1.8052
H: -2.7114 -0.8645 4.3004
H: -0.4623 1.8089 1.7588
H: -2.2446 0.4800 0.1552
C: 1.8154 -2.4430 3.4415
C: 0.9541 -3.1126 2.5467
C: 1.3287 -2.7525 1.1927
H: 0.1346 -3.7849 2.8146
C: 2.4130 -1.7647 1.3070
C: 2.7154 -1.6359 2.7074
H: 3.5661 -1.0874 3.1178
H: 1.8552 -2.6130 4.5159
H: 1.0903 -3.2982 0.2793
H: 2.9981 -1.3898 0.4685
O: 0.4684 1.2120 -1.8815
C: -0.6668 0.6627 -2.5360
C: -1.4949 1.7698 -3.2073
H: -1.2864 0.0226 -1.8771
H: -0.2160 -0.0083 -3.2694
C: -0.8003 3.0798 -2.7460
H: -2.4971 1.7041 -2.7678
H: -1.5386 1.6524 -4.3005
C: 0.1836 2.6147 -1.6504
H: -1.5523 3.7876 -2.3511
H: -0.2156 3.5398 -3.5603
H: -0.3063 2.7668 -0.6644
H: 1.1354 3.1721 -1.6519
C: -0.9345 1.2528 6.1091
C: -0.0724 0.1494 5.5080
C: 1.3800 0.3572 5.8981
C: -0.5215 -1.2067 6.0238
O: -0.0367 0.1942 4.0590
H: -0.6630 1.3843 7.1696
H: -2.0006 0.9998 6.0429
H: -0.7578 2.2069 5.5897
H: 1.4921 0.3853 6.9866
H: 2.0126 -0.4391 5.4994
H: 1.7383 1.3080 5.4947
H: -1.5657 -1.4079 5.7787
H: 0.0993 -2.0079 5.6107
H: -0.4102 -1.2143 7.1157


[3]
The following is a DFT calculation (the ωB97M-V functional and the def2-TZVPD basis) of a structure of composition C23H37O3Sr.

Properties
gap between HOMO and LUMO (spin up / spin down): 0.099 / 0.099 Eh
HOMO level (spin up / spin down): -0.3 / -0.2 eV
total charge: -1
energy relative to the best compared isomer or geometry (same formula, charge and spin): 7.601 eV
E: -1154.59486 hartree
max |F|: 0.0868 Eh/bohr

Atoms and positions in Å:
O: -1.8887 0.2353 -3.3787
C: -0.6369 0.7681 -4.0182
C: -1.2713 1.9995 -4.8056
H: -0.3712 -0.1822 -4.3973
H: 0.2500 0.9865 -3.3324
C: -2.4252 1.5091 -3.7745
H: -1.6470 2.1499 -5.9354
H: -0.7896 2.9553 -4.4092
C: -3.5627 1.1916 -4.7042
H: -3.2290 0.3992 -5.3925
H: -3.7718 2.0705 -5.3795
H: -4.5042 0.8890 -4.2136
C: -2.3309 2.5385 -2.5968
H: -1.3182 2.7764 -2.2593
H: -2.8020 2.3834 -1.6326
H: -2.7584 3.5292 -2.9011
Sr: 2.1821 -1.1277 -2.1250
C: 1.4078 1.1552 0.3526
C: 2.8031 0.9401 0.3832
C: 3.3724 1.3288 -0.8455
H: 3.3524 0.6168 1.2866
C: 2.2822 1.7440 -1.6833
C: 1.0532 1.5980 -0.9314
H: 0.0498 1.9664 -1.1352
H: 0.7120 1.1848 1.1894
H: 4.4386 1.3805 -1.0901
H: 2.3940 2.1716 -2.6953
C: -0.6751 -0.6385 0.8770
C: -1.2038 0.6389 0.3001
C: -2.0403 0.2877 -0.7269
H: -1.0353 1.6400 0.6937
C: -1.5958 -0.9934 -1.2041
C: -0.5630 -1.4871 -0.4170
H: -0.0727 -2.4834 -0.4580
H: -1.5846 -0.9210 1.4716
H: -2.8321 0.9332 -1.1289
H: -1.9732 -1.5179 -2.0738
O: 1.6850 -1.5567 -4.3162
C: 0.9781 -0.8525 -5.4560
C: 1.1810 -1.4812 -6.7725
H: 1.4275 0.1356 -5.4274
H: -0.1570 -0.8680 -5.4188
C: 2.0074 -2.6797 -6.4400
H: 1.7415 -0.8379 -7.4443
H: 0.2141 -1.8065 -7.1477
C: 2.2118 -2.7755 -4.9417
H: 2.9757 -2.4920 -6.8783
H: 1.4054 -3.5124 -6.8356
H: 3.2546 -2.7919 -4.6314
H: 1.6783 -3.6094 -4.4885
C: 1.8642 -0.6829 3.5447
C: 0.3641 -0.6409 3.0983
C: -0.4949 -1.8228 3.6164
C: -0.4515 0.5685 3.5765
O: 0.4916 -0.6655 1.6629
H: 1.9372 -1.0795 4.5654
H: 2.3673 0.3170 3.5201
H: 2.5245 -1.3105 2.9081
H: -0.4433 -1.8845 4.7109
H: -1.5733 -1.6567 3.4045
H: -0.2342 -2.8529 3.2904
H: -0.2110 1.5424 3.1698
H: -1.5468 0.4309 3.4413
H: -0.3193 0.6334 4.6724